# 1
20 unconnected molecules or ions with the total composition H39O20 at a distorted geometry. Source: the OMol25 dataset; level of theory: ωB97M-V/def2-TZVPD.

## Properties
Relative energy (zero: lowest compared OMol25 entry of this formula, charge and spin) ... 7.6 kcal per mole
HOMO-LUMO gap (alpha / beta) ... 0.334 / 0.161 hartree
2S+1 ... 2
LUMO energy (alpha / beta) ... -0.75 / -5.44 eV

Atoms and positions in Å:
O1 -0.2069 2.8252 2.6366
H1 2.1024 -4.9214 -0.8997
O2 4.4749 3.3293 -0.8768
H2 3.8585 3.6855 -0.2262
H3 4.9620 2.6572 -0.3883
O3 -2.4422 -3.9409 1.2079
H4 1.4502 -3.9233 -3.0535
H5 -2.9130 -3.5349 1.9251
O4 1.2221 -2.6456 0.3404
H6 0.5516 -1.9512 0.3909
H7 -1.6628 -2.6077 -0.9896
O5 -1.2868 -2.0762 -0.2552
H8 0.7374 4.1562 -0.4970
H9 -1.7362 -3.3429 0.9372
O6 -4.7253 0.4328 2.9487
H10 0.1078 1.9237 2.4958
H11 0.7711 -3.3193 -0.1633
O7 0.0170 1.8111 -2.6249
H12 0.9588 2.0169 -2.5970
H13 0.0482 0.9652 -3.0896
O8 -2.5272 3.9668 0.5745
H14 -4.4511 1.2232 2.4753
H15 1.3670 -1.4562 -1.2781
O9 0.7371 0.6466 3.7872
H16 0.2854 1.4251 4.1584
H17 1.6413 0.8634 4.0465
O10 -1.9307 -2.0830 -3.4358
H18 -1.0288 -2.2443 -3.1244
H19 -1.6501 -1.5207 -4.1757
O11 1.2855 3.8902 0.2493
H20 -0.4663 1.1742 -0.3190
H21 1.7717 3.1149 -0.0493
O12 2.2285 -4.3012 -1.6189
H22 5.8332 0.3952 -1.6681
H23 -4.2062 -0.1693 2.3747
O13 -0.0119 0.9010 0.4765
H24 0.1416 -0.0278 0.5945
H25 -1.8076 3.3544 0.4610
O14 0.8692 -3.5035 -3.7298
H26 -2.3872 4.6400 1.2401
H27 0.6905 -2.6318 -3.3718
O15 1.5426 -0.8550 -4.5401
H28 1.8757 -1.1682 -5.3932
H29 1.4786 -1.7346 -4.1154
O16 -2.8868 0.1651 1.0052
H30 -3.3807 -0.2638 0.2937
H31 -1.9184 2.8446 3.3817
O17 5.0509 0.8745 -1.4124
H32 -2.2703 -0.5827 1.0976
H33 4.6101 1.3149 -2.1404
O18 0.5646 -1.1898 -1.7623
H34 -0.2592 -1.3345 -1.2553
H35 2.0317 -3.3914 -1.3651
O19 -1.6384 -0.2894 3.7572
H36 -1.1761 -0.1731 2.9288
H37 -1.2124 -0.8982 4.3605
O20 -2.1858 2.5917 4.2834
H38 -2.5522 1.7006 4.2264
H39 -0.3464 3.1923 1.7611

***

# 2
A gas-phase ion, C3H8NOS (charge +1) at a distorted geometry. Source: the OMol25 dataset; level of theory: ωB97M-V/def2-TZVPD.

## Properties
Charge ... +1
Relative energy (zero: lowest compared OMol25 entry of this formula, charge and spin) ... 45.5 kcal per mole
HOMO-LUMO gap ... 0.319 hartree
2S+1 ... 1
LUMO energy ... -5.39 eV

Atoms and positions in Å:
C1 -1.2884 1.0371 -1.7688
C2 0.8140 0.2162 0.2080
C3 1.1545 -1.2491 0.3650
N1 -0.5122 0.5438 0.4922
O1 -0.3409 0.3032 -2.1833
S1 1.2198 0.6334 -1.6845
H1 -2.2962 0.6599 -1.9124
H2 -1.1368 2.0577 -1.4301
H3 1.5254 0.8866 0.6868
H4 0.6520 -1.8556 -0.3872
H5 0.8396 -1.5919 1.3498
H6 2.2245 -1.4074 0.2760
H7 -0.7018 1.3956 0.9947
H8 -1.1439 -0.2236 0.6780

***

# 3
A molecular structure, C4H6O2 at a distorted geometry. Source: the OMol25 dataset; level of theory: ωB97M-V/def2-TZVPD.

## Properties
Relative energy (zero: lowest compared OMol25 entry of this formula, charge and spin) ... 124.0 kcal per mole
HOMO-LUMO gap ... 0.323 hartree
2S+1 ... 1
LUMO energy ... 0.10 eV

Atoms and positions in Å:
C1 1.6157 0.7731 0.3067
O1 1.3945 -0.6454 0.6006
C2 0.2013 -0.5817 0.0411
C3 0.0581 0.9039 0.1780
O2 -2.2489 -0.2062 -0.3702
C4 -1.5883 -1.2494 -0.5115
H1 2.2333 0.7346 -0.6105
H2 2.1289 1.3265 1.0795
H3 -0.4267 1.5191 -0.5800
H4 -0.5404 1.0732 1.1100
H5 -1.5456 -2.0304 0.2684
H6 -1.2821 -1.6174 -1.5120

***

# 4
2 unconnected molecules or ions with the total composition C3H7NO3S at a distorted geometry. Source: the OMol25 dataset; level of theory: ωB97M-V/def2-TZVPD.

## Properties
Charge ... -2
Relative energy (zero: lowest compared OMol25 entry of this formula, charge and spin) ... 13.5 kcal per mole
HOMO-LUMO gap ... 0.213 hartree
2S+1 ... 1
LUMO energy ... 6.07 eV

Atoms and positions in Å:
C1 0.0422 0.2774 -0.2587
C2 1.0080 1.1241 -1.0855
S1 1.1888 0.7220 -2.8925
N1 0.4009 0.3575 1.1304
C3 -0.1936 -0.4910 2.1186
O1 -1.0451 -1.3410 1.7583
O2 0.2007 -0.2695 3.2990
H1 -0.9704 0.6387 -0.4183
H2 -0.0471 -0.7304 -0.6307
H3 2.0232 0.9729 -0.7245
H4 0.7960 2.1881 -0.9441
H5 0.6422 1.2018 1.6169
H6 -2.4532 -1.8658 -1.2070
H7 -2.1698 -1.1793 0.0680
O3 -2.8455 -1.1880 -0.6420

***

# 5
C4H12N2O in the gas phase at a distorted geometry. Source: the OMol25 dataset; level of theory: ωB97M-V/def2-TZVPD.

## Properties
Relative energy (zero: lowest compared OMol25 entry of this formula, charge and spin) ... 30.5 kcal per mole
HOMO-LUMO gap ... 0.370 hartree
SMILES string ... C[C@@H](O)[C@@H](N)CN
2S+1 ... 1
LUMO energy ... 1.03 eV

Atoms and positions in Å:
C1 -1.2278 -0.2026 -1.4605
C2 0.1874 -0.6184 -1.0236
O1 1.2082 0.2859 -1.5578
C3 0.4436 -0.5634 0.4937
N1 1.7941 -0.8343 0.8935
C4 0.0413 0.8360 1.0394
N2 -1.3000 0.8670 1.6242
H1 -1.5330 0.5890 -0.7768
H2 -1.1497 0.2237 -2.4562
H3 -1.8636 -1.0772 -1.5065
H4 0.4157 -1.5809 -1.4831
H5 0.8053 0.6976 -2.3229
H6 -0.2953 -1.2275 0.9581
H7 2.4346 -0.2655 0.3463
H8 2.0854 -1.7949 0.8458
H9 0.0553 1.5983 0.2558
H10 0.7920 1.0986 1.7919
H11 -1.5324 1.7921 1.9690
H12 -1.3613 0.1764 2.3695

***

# 6
A molecular structure, C20H17BrN3O3PtS2 at a distorted geometry. Source: the OMol25 dataset; level of theory: ωB97M-V/def2-TZVPD.

## Properties
Charge ... +1
Relative energy (zero: lowest compared OMol25 entry of this formula, charge and spin) ... 1.6 kcal per mole
HOMO-LUMO gap ... 0.196 hartree
2S+1 ... 1
LUMO energy ... -5.65 eV

Atoms and positions in Å:
Pt1 -0.6792 0.6312 0.7707
O1 -6.4781 1.1941 2.8801
C1 -5.2727 1.0817 2.3261
C2 -5.0636 0.7879 0.9783
C3 -3.7733 0.6888 0.5148
N1 -2.7097 0.8698 1.3069
C4 -2.9227 1.1469 2.6023
Br1 -1.3584 1.3496 3.6532
C5 -4.1669 1.2696 3.1603
H1 -7.1826 1.0367 2.2399
H2 -5.8929 0.6270 0.3036
H3 -3.5579 0.4465 -0.5185
H4 -4.3010 1.4907 4.2081
O2 -2.4223 -2.2017 -1.7193
S1 -1.2594 -1.4383 -1.3960
O3 -1.1461 -0.1247 -1.9877
N2 -1.0991 -1.2939 0.2952
C6 -0.1534 -2.1967 0.7666
S2 0.1233 -2.4469 2.3591
C7 0.5898 -2.8466 -0.3286
C8 1.6397 -3.7488 -0.2064
C9 2.2528 -4.2039 -1.3625
C10 1.8232 -3.7833 -2.6205
C11 0.7556 -2.9060 -2.7523
C12 0.1714 -2.4473 -1.5889
H5 1.9589 -4.0739 0.7742
H6 3.0737 -4.9046 -1.2918
H7 2.3180 -4.1614 -3.5048
H8 0.3902 -2.5969 -3.7218
C13 3.7995 -0.4887 -0.2263
C14 3.2936 0.8977 -0.4344
C15 4.1096 1.8840 -0.9614
C16 3.6437 3.1822 -1.0911
C17 2.3437 3.5461 -0.7018
C18 1.4954 2.6038 -0.2021
C19 0.0947 2.9171 0.1910
C20 1.9408 1.2448 -0.0643
N3 1.1831 0.2720 0.4117
H9 4.5742 -0.7293 -0.9515
H10 2.9974 -1.2185 -0.2609
H11 4.2491 -0.5496 0.7694
H12 5.1215 1.6457 -1.2595
H13 4.2979 3.9412 -1.4998
H14 2.0220 4.5735 -0.8124
H15 -0.1017 3.9787 0.3216
H16 -0.1286 2.4945 1.2295
H17 -0.5933 2.5590 -0.5980

***

# 7
A molecular structure, C17H16Cl2Ni at a distorted geometry. Source: the OMol25 dataset; level of theory: ωB97M-V/def2-TZVPD.

## Properties
Charge ... -2
HOMO-LUMO gap (alpha / beta) ... 0.187 / 0.187 hartree
2S+1 ... 3
LUMO energy (alpha / beta) ... 5.14 / 5.13 eV

Atoms and positions in Å:
C1 0.8412 -1.6329 0.6599
C2 0.9432 -1.4924 -0.7712
C3 -0.4099 -1.6956 -1.3006
H1 1.8535 -1.3341 -1.3372
C4 -1.2897 -1.9026 -0.1777
C5 -0.4993 -1.9503 1.0081
H2 -0.8415 -2.2698 2.0020
H3 1.6750 -1.5773 1.3487
H4 -0.6759 -1.7896 -2.3583
H5 -2.3433 -2.2222 -0.2420
Ni1 -0.1059 0.0891 -0.3521
Cl1 1.5377 1.5046 -0.3936
C6 0.0849 2.6670 -4.0484
C7 -1.1428 2.0260 -4.3868
C8 -0.8322 0.8013 -5.0492
H6 -2.1328 2.4231 -4.2167
C9 0.5864 0.6875 -5.1224
C10 1.1537 1.8394 -4.5035
H7 2.2069 2.0727 -4.4386
H8 0.1885 3.6334 -3.5771
H9 -1.5469 0.1065 -5.4668
H10 1.1355 -0.1098 -5.6020
Cl2 -1.2740 4.1139 0.4989
C11 -2.0330 2.8742 1.4110
C12 -2.6289 3.2257 2.6313
C13 -3.3324 2.2761 3.4071
C14 -3.4836 0.9673 2.9206
C15 -3.0039 0.6341 1.6707
C16 -2.1841 1.5509 0.9203
C17 -1.6082 1.2210 -0.3845
H11 -2.5457 4.2516 3.0049
H12 -3.6554 2.5305 4.4244
H13 -4.0660 0.2545 3.4784
H14 -3.3146 -0.3043 1.2113
H15 -2.3115 0.6873 -1.0644
H16 -1.0879 2.0755 -0.8602